Entry A
# C3H8P2

An isolated molecule of C3H8P2 (the ωB97M-V functional and the def2-TZVPD basis, the OMol25 dataset).

Positions of all 13 atoms, in Å:
C (-1.41142, 1.51192, 0.08080)
C (-0.37499, 2.30369, -0.55074)
C (1.31643, -2.23885, -0.04643)
P (-0.82468, -0.23194, -0.63011)
P (0.74645, -0.66808, 0.76577)
H (-1.41511, 1.53214, 1.16470)
H (-2.41365, 1.66681, -0.30914)
H (-0.48607, 2.65004, -1.56040)
H (0.56660, 2.42725, -0.05209)
H (2.03075, -1.99579, -0.83235)
H (0.47820, -2.79063, -0.47520)
H (1.81465, -2.86005, 0.69489)
H (-0.02718, -1.30653, 1.75030)

Results
HOMO (spin up / spin down)   -0.2816 / -0.2828 Eh
Frontier orbital gap (spin up / spin down)   7.486 / 7.142 eV

***

Entry B
# C3H8P2

A structure of composition C3H8P2 (the ωB97M-V functional and the def2-TZVPD basis, the OMol25 dataset).

Positions of all 13 atoms, in Å:
C (1.62048, 0.33593, 0.96745)
C (0.67015, 0.81408, -0.11143)
C (-0.26082, -0.15639, -0.74837)
P (-3.48602, 0.12091, -0.70479)
P (-2.05208, -0.19658, 0.67594)
H (2.54512, -0.28123, 0.79377)
H (2.05736, 1.18955, 1.48696)
H (1.10356, -0.20947, 1.73633)
H (0.05659, 1.70860, 0.32710)
H (1.17946, 1.30912, -0.95761)
H (-0.65507, 0.06172, -1.72866)
H (0.18169, -1.08494, -0.78846)
H (-4.59178, -0.15828, 0.12796)

Results
HOMO   -0.3173 Eh
Frontier orbital gap   7.937 eV

***

Least stable: entry A

***

Entry A
# C7H12N2O

A structure of composition C7H12N2O (the ωB97M-V functional and the def2-TZVPD basis, the OMol25 dataset).

Positions of all 22 atoms, in Å:
C (-0.30876, -1.36935, -2.44390)
C (-0.31808, -0.01816, -1.76109)
N (-0.99290, 1.07696, -2.44952)
C (-1.57580, 0.59178, -1.21034)
C (-2.90163, -0.09446, -1.25430)
C (-3.61173, -0.40175, 0.04002)
C (-4.12925, 0.68266, -0.86114)
C (0.93728, 0.32700, -1.05983)
N (1.73464, 1.26049, -0.96128)
H (-1.18733, -1.46557, -3.09063)
H (0.57973, -1.47979, -3.08010)
H (-0.33962, -2.19124, -1.71395)
H (-0.49350, 1.95340, -2.30820)
H (-1.42920, 1.21956, -0.32445)
H (-3.02878, -0.81392, -2.06496)
H (-4.17591, -1.33317, 0.10321)
H (-3.12189, -0.10145, 0.96854)
H (-3.98962, 1.71707, -0.54169)
H (-5.04826, 0.49611, -1.41739)
O (1.39574, -0.31703, 0.56630)
H (2.15414, 0.91081, 0.27036)
H (0.51730, -0.43922, 0.94497)

Results
HOMO   -0.3442 Eh
Frontier orbital gap   10.011 eV

***

Entry B
# C7H12N2O

A structure of composition C7H12N2O (the ωB97M-V functional and the def2-TZVPD basis, the OMol25 dataset).

Positions of all 22 atoms, in Å:
C (-0.19205, -1.46688, 0.69675)
C (-2.76220, -0.77496, -1.46512)
C (2.56274, 1.03060, 0.67074)
N (-0.08230, -0.08471, 0.27073)
C (0.05776, 0.34618, -0.92521)
C (-1.31610, -0.69029, -1.90306)
C (1.21962, 0.81388, 1.25858)
C (0.82464, 1.07606, 2.48890)
N (0.50818, 1.31569, -1.55690)
O (-0.96895, -0.89038, -3.03308)
H (0.14370, 1.43230, -2.49791)
H (0.11396, -2.14329, -0.10149)
H (0.41992, -1.63356, 1.58224)
H (-1.22372, -1.67552, 0.98676)
H (-3.04066, 0.15106, -0.96239)
H (-3.42463, -0.97354, -2.30995)
H (-2.86136, -1.59025, -0.74740)
H (3.25655, 1.42764, 1.41955)
H (2.96967, 0.09559, 0.28210)
H (2.51454, 1.73451, -0.16013)
H (1.44754, 1.66244, 3.15929)
H (-0.16684, 0.83741, 2.84700)

Results
HOMO   -0.2840 Eh
Frontier orbital gap   8.560 eV

***

Least stable: entry A

***

Entry A
# C5H9NO4

An isolated molecule of C5H9NO4 (the ωB97M-V functional and the def2-TZVPD basis, the OMol25 dataset).

Positions of all 19 atoms, in Å:
C (0.38109, -1.09043, -0.63485)
C (1.89250, -1.40995, -0.50591)
C (0.11144, 0.29711, 0.01287)
C (-1.33516, 0.73896, -0.22946)
C (-1.67417, 2.08265, 0.43294)
H (-1.19496, -2.29118, -0.62610)
H (-0.61013, -2.07565, 0.91914)
H (0.03885, -0.86226, -1.65814)
H (0.33678, 0.09956, 1.07747)
H (0.76435, 1.07776, -0.40295)
H (-1.54177, 0.88636, -1.30121)
H (-2.06987, 0.04478, 0.20373)
H (-1.61512, 2.88372, 2.19570)
H (1.32355, -3.16480, -0.19699)
N (-0.35716, -2.17358, -0.06051)
O (2.73969, -0.52863, -0.62612)
O (-2.14478, 3.05033, -0.11458)
O (-1.41561, 2.02397, 1.77671)
O (2.17248, -2.68233, -0.31610)

Results
Structure (SMILES)   N[C@@H](CCC(=O)O)C(=O)O
HOMO   -0.3670 Eh
Frontier orbital gap   10.390 eV

***

Entry B
# C5H9NO4

A cluster of 2 separate species, C5H9NO4 in total (the ωB97M-V functional and the def2-TZVPD basis, the OMol25 dataset).

Positions of all 19 atoms, in Å:
C (0.66929, -1.86810, -0.41553)
C (1.12575, -0.43811, -0.18045)
N (0.58055, 0.51955, -1.13419)
C (0.42650, 1.80603, -0.50773)
O (0.61087, 2.89535, -0.99454)
O (0.48202, 1.60225, 0.83026)
C (0.66528, 0.23119, 1.14858)
C (-0.60497, -0.37356, 1.71661)
O (-1.67606, 0.18278, 1.72122)
H (-0.42282, -1.93698, -0.51723)
H (1.12032, -2.24621, -1.34171)
H (0.99149, -2.51502, 0.41120)
H (2.22498, -0.40274, -0.21074)
H (0.87572, 0.49112, -2.10158)
H (1.44504, 0.14597, 1.91695)
H (-0.50038, -1.42263, 2.06349)
H (-2.14540, 0.65626, -1.25274)
O (-2.65355, 1.49617, -0.93687)
H (-3.21462, 1.17668, -0.21499)

Results
Structure (SMILES)   C[C@H]1NC(=O)O[C@H]1C=O.O
HOMO   -0.3712 Eh
Frontier orbital gap   10.519 eV

***

Entry C
# C5H9NO4

An isolated molecule of C5H9NO4 (the ωB97M-V functional and the def2-TZVPD basis, the OMol25 dataset).

Positions of all 19 atoms, in Å:
C (1.21441, 0.78735, 0.28985)
C (1.48126, -0.70713, 0.15348)
C (-0.10792, 1.26221, -0.29111)
C (-1.31499, 0.89029, 0.68981)
C (-2.32725, -0.07227, 0.02072)
H (3.23718, 1.08042, -0.08624)
H (2.27533, 1.65290, -1.25738)
H (1.15053, 1.00175, 1.33024)
H (-0.18928, 0.83568, -1.32256)
H (-0.06480, 2.36443, -0.49022)
H (-1.84794, 1.76030, 0.97116)
H (-0.98263, 0.31304, 1.51441)
H (-0.96978, -1.54503, 0.17442)
H (2.62096, -2.06316, -0.15197)
N (2.35426, 1.59971, -0.26266)
O (0.59355, -1.54689, 0.07461)
O (-3.45821, 0.21662, -0.27325)
O (-1.82170, -1.25425, -0.28288)
O (2.76355, -1.11059, -0.02094)

Results
Structure (SMILES)   N[C@@H](CCC(=O)O)C(=O)O
HOMO   -0.3611 Eh
Frontier orbital gap   10.115 eV

***

Entry D
# C5H9NO4

A cluster of 2 separate species, C5H9NO4 in total (the ωB97M-V functional and the def2-TZVPD basis, the OMol25 dataset).

Positions of all 19 atoms, in Å:
C (-1.39502, -0.59407, -1.61925)
C (-2.34115, 0.53252, 0.52885)
C (-1.49411, 0.66591, -0.85398)
O (-2.29950, 1.68337, 1.21613)
O (-3.28690, -0.21147, 0.53923)
O (-0.84661, 1.68614, -0.99564)
H (-1.75069, 2.33252, 0.73133)
H (-2.38235, -1.03802, -1.71751)
H (-0.93253, -0.43420, -2.59186)
H (-0.79308, -1.28768, -1.01369)
C (2.57951, -1.25404, 0.72251)
C (1.31324, -0.43292, 0.68046)
N (1.52471, 0.88163, 0.53242)
O (0.21143, -0.94673, 0.93818)
H (2.44014, 1.28285, 0.42934)
H (0.76633, 1.48902, 0.24747)
H (3.22063, -1.02909, -0.12761)
H (3.12192, -1.01172, 1.63669)
H (2.34403, -2.31401, 0.71693)

Results
Structure (SMILES)   CC(=O)C(=O)O.CC(N)=O
HOMO   -0.3603 Eh
Frontier orbital gap   9.900 eV

***

Least stable: entry B

***

Entry A
# CH2N4O3

An isolated molecule of CH2N4O3 (the ωB97M-V functional and the def2-TZVPD basis, the OMol25 dataset).

Positions of all 10 atoms, in Å:
C (-0.48710, 0.42668, 0.08253)
H (1.29387, 2.68267, -0.15204)
H (1.55060, -1.90616, -0.33174)
N (-0.00960, 1.54934, 0.18152)
N (-1.78934, 0.09370, 0.58411)
N (-1.95621, -1.15532, 0.42975)
N (0.04011, -0.73470, -0.51414)
O (1.21747, 1.75415, -0.29983)
O (-1.05238, -1.67407, -0.31102)
O (1.19256, -1.03629, 0.33085)

Results
Structure (SMILES)   O/N=c1/nnon1O
HOMO   -0.3620 Eh
Frontier orbital gap   9.544 eV

***

Entry B
# CH2N4O3

A structure of composition CH2N4O3 (the ωB97M-V functional and the def2-TZVPD basis, the OMol25 dataset).

Positions of all 10 atoms, in Å:
C (-0.08022, -0.73724, 0.14520)
H (-1.87986, 0.41065, -0.81268)
H (0.78734, 1.77428, 1.33229)
N (-1.24419, -1.32425, 0.13550)
N (1.24874, -1.50253, 0.42519)
N (1.97723, -0.74022, -0.13466)
N (0.06563, 0.55350, -0.39901)
O (-2.10892, -0.40893, -0.42611)
O (1.40413, 0.42556, -0.86770)
O (-0.16989, 1.54918, 0.60199)

Results
HOMO   -0.3839 Eh
Frontier orbital gap   9.865 eV

***

Least stable: entry B

***

Entry A
# C3H2Cl2O2

A cluster of 2 separate species, C3H2Cl2O2 in total (the ωB97M-V functional and the def2-TZVPD basis, the OMol25 dataset).

Positions of all 9 atoms, in Å:
C (1.00645, 0.79856, -0.26534)
C (2.02296, -0.00316, -0.17921)
C (-1.85996, -0.51654, 0.23289)
O (0.03279, 1.41899, -0.39147)
O (-1.06988, -1.38124, 0.22895)
Cl (-2.23859, 0.45541, 1.59496)
Cl (-2.69754, 0.10992, -1.10519)
H (2.78395, -0.02256, 0.63957)
H (2.01982, -0.85938, -0.75515)

Results
Structure (SMILES)   O=C(Cl)Cl.C=C=O
HOMO   -0.3483 Eh
Frontier orbital gap   9.978 eV

***

Entry B
# C3H2Cl2O2

A cluster of 2 separate species, C3H2Cl2O2 in total (the ωB97M-V functional and the def2-TZVPD basis, the OMol25 dataset).

Positions of all 9 atoms, in Å:
C (1.84708, -1.95247, -0.02965)
C (4.53022, 0.60810, -0.01202)
C (3.70551, -0.28003, -0.03842)
O (1.55840, -3.10336, 0.01784)
O (3.14775, -1.53320, -0.04418)
Cl (5.50644, 1.95457, 0.04194)
Cl (-3.42938, 1.50149, -0.05025)
H (1.01704, -1.27992, 0.24430)
H (-4.75922, 1.50294, 0.03855)

Results
Structure (SMILES)   O=COC#CCl.Cl
HOMO   -0.3698 Eh
Frontier orbital gap   10.551 eV

***

Least stable: entry B